ORCA calculation (ωB97M-V/def2-TZVPD) on a 11-piece molecular cluster, C63H157N11O overall in a non-equilibrium geometry.

Values from the calculation:
Lowest unoccupied orbital energy = 0.301 eV
SMILES = CCN(CC)CC.CCN(CC)CC.CCN(CC)CC.CCN(CC)CC.CCN(CC)CC.CCN(CC)CC.CCN(CC)CC.CCN(CC)CC.CCN(CC)CC.CCN(CC)CC.CN(C)C=O
Strongest force on any atom = 0.071 Eh/bohr
HOMO energy = -7.827 eV

XYZ file:
```
232
Properties=species:S:1:pos:R:3:forces:R:3
C 28.527490 23.879780 5.791300 1.045 1.173 0.286
C 27.050990 23.462670 5.880280 2.406 -1.366 0.111
N 26.893790 22.161880 5.203120 1.280 1.038 -0.691
C 25.847850 22.331280 4.205030 -0.633 -1.294 -0.478
C 25.693280 21.190820 3.154860 0.615 -0.631 1.240
C 27.049090 20.965810 6.066340 -1.515 1.467 -1.117
C 25.786420 20.715670 6.919350 -0.039 -1.218 -0.786
H 28.769870 24.684840 6.485010 -0.363 0.267 0.390
H 28.909340 24.306190 4.863690 -0.662 -0.238 -0.566
H 29.298770 23.151330 6.041480 -0.539 -0.718 0.097
H 26.897020 23.294530 6.946170 -0.710 0.474 0.209
H 26.447140 24.253760 5.435700 -0.287 -0.257 0.342
H 24.981520 22.527630 4.836710 -1.133 -0.064 -0.770
H 26.029800 23.201310 3.574120 0.291 0.367 0.529
H 24.849490 21.191830 2.464860 -0.122 0.588 0.293
H 26.604200 21.104450 2.562520 0.088 0.304 -0.066
H 25.651520 20.236410 3.679700 -0.231 -0.224 0.055
H 27.983600 21.046180 6.621620 -0.098 0.190 0.112
H 27.162420 20.155050 5.346680 0.084 -0.362 0.332
H 25.953170 19.853890 7.565580 -0.021 0.236 0.518
H 25.044850 20.331110 6.219140 -0.223 0.006 -0.204
H 25.255390 21.528870 7.414150 0.739 0.241 0.263
C 20.842850 23.297390 7.676940 1.702 1.617 0.150
C 21.626260 24.700010 7.640730 -1.317 -1.132 1.066
N 21.676040 25.335130 8.978180 1.303 -0.196 0.593
C 22.669510 24.774880 9.938600 0.784 1.502 -0.075
C 24.070170 25.323910 9.681550 0.488 -0.764 -0.944
C 20.438350 25.581810 9.701560 -0.100 2.049 -1.114
C 19.491670 26.423350 8.793560 -0.871 -1.382 0.206
H 21.238930 22.735530 6.831050 -0.741 -0.236 -0.144
H 19.769150 23.479980 7.720640 0.072 -0.329 -0.410
H 21.164920 22.780680 8.581040 -0.121 -0.146 0.060
H 22.623390 24.569550 7.220250 0.192 -0.123 0.456
H 21.137240 25.347730 6.913110 -0.200 0.179 0.245
H 22.510670 25.194260 10.932070 -1.113 -0.752 0.137
H 22.775500 23.690290 9.915410 -0.513 -0.242 0.265
H 24.877020 24.774290 10.166330 -0.194 -0.718 -0.014
H 24.117200 25.130430 8.609890 1.105 0.780 -0.209
H 24.322910 26.331040 10.013080 -0.833 0.353 -0.567
H 20.719400 26.220940 10.538590 -0.002 -0.226 0.297
H 19.985990 24.668620 10.088280 -0.461 -0.148 -0.006
H 18.567090 26.802020 9.229290 0.120 -0.163 0.771
H 19.092190 25.675910 8.108110 0.079 0.430 -0.824
H 19.901870 27.298870 8.290260 0.611 -0.443 -0.059
C 15.584680 23.121250 11.906740 1.842 -0.257 0.391
C 15.392250 22.397400 10.553060 -0.368 -0.202 0.670
N 15.483050 20.879100 10.615250 -2.571 1.302 -0.956
C 14.859690 20.199960 9.376790 1.605 1.356 1.158
C 15.608470 20.632210 8.123020 -0.346 -1.316 -0.057
C 16.823620 20.477530 10.954780 -0.494 -1.303 0.006
C 16.997220 18.965580 10.933520 0.651 -1.746 0.217
H 15.359420 24.187530 11.927090 -0.442 -0.018 -0.601
H 16.644720 23.129170 12.160410 0.281 -0.132 0.129
H 15.121080 22.696670 12.797200 -0.465 -0.408 -0.428
H 14.470140 22.890780 10.245840 -0.802 -1.375 -0.544
H 16.075500 22.760070 9.785110 0.654 0.249 0.246
H 15.014420 19.126580 9.486350 -0.290 0.089 0.173
H 13.791750 20.401670 9.293680 0.069 0.205 0.436
H 16.577260 20.138910 8.201800 0.486 0.662 -0.140
H 15.150800 20.101570 7.288120 -0.186 0.390 -0.350
H 15.646690 21.709060 7.958620 0.122 -0.207 -0.068
H 16.985720 20.750830 11.997440 0.265 0.394 -0.104
H 17.583790 20.918840 10.310200 0.320 0.307 -0.078
H 16.963200 18.368340 10.022330 -0.056 0.854 -0.836
H 16.333730 18.338830 11.529400 -0.538 0.759 0.553
H 17.973450 18.661880 11.311450 0.299 0.465 0.201
C 12.017400 27.838570 6.916790 -0.021 0.391 0.811
C 12.618180 27.997910 8.361240 -0.701 -0.797 -1.883
N 14.059650 28.060490 8.283980 0.869 1.332 0.848
C 14.567380 28.985820 9.368490 -0.636 -0.560 -1.390
C 14.289100 30.438670 8.918090 -0.249 -0.708 1.233
C 14.687330 26.745680 8.337500 0.074 -0.207 -0.869
C 15.921790 26.690870 7.398440 -0.769 -0.020 0.770
H 12.408240 28.604880 6.247370 0.302 0.021 0.156
H 10.944700 28.029270 6.948980 -0.173 -0.367 0.024
H 12.216210 26.868890 6.460400 -0.017 -0.043 0.141
H 12.120330 28.865510 8.794260 0.542 0.126 0.136
H 12.355660 27.131000 8.967580 -0.468 -0.158 0.237
H 15.608180 28.777820 9.616650 0.187 0.105 -0.484
H 14.017890 28.698500 10.264930 -0.151 0.381 0.493
H 13.228640 30.623090 9.089860 -0.128 0.070 -0.471
H 14.543280 30.580600 7.867680 0.122 0.103 0.234
H 14.751440 31.149910 9.602550 0.453 0.086 -0.284
H 14.880890 26.510970 9.384180 0.515 -0.308 0.226
H 13.989840 25.982330 7.992660 -0.293 0.065 -0.010
H 16.557760 27.506390 7.742760 0.443 -0.145 -0.550
H 16.435270 25.729670 7.375250 0.210 0.024 0.571
H 15.597730 26.803180 6.363800 -0.050 0.581 0.087
C 25.010840 29.449200 11.006380 -0.515 -0.688 1.212
C 26.180310 29.552740 11.962510 0.338 0.870 -0.535
N 27.342180 29.997590 11.214680 2.702 -2.174 -1.193
C 27.881790 28.922520 10.280480 0.675 0.876 -0.473
C 28.015870 27.537030 10.767160 -1.128 -1.590 1.167
C 27.330640 31.284710 10.510900 -0.778 0.251 1.279
C 26.860990 32.495180 11.421270 0.410 -1.068 -1.566
H 24.966180 28.456270 10.558940 0.229 0.009 -0.198
H 25.104540 30.186300 10.208870 -0.663 0.078 0.311
H 24.142270 29.482890 11.664070 -0.664 0.523 -0.666
H 26.103310 30.239180 12.805700 -0.727 0.552 -0.285
H 26.294890 28.629370 12.530280 0.674 -0.373 -0.541
H 27.435950 28.772290 9.297240 -1.166 0.845 -0.220
H 28.906550 29.081400 9.944730 0.272 1.347 0.430
H 28.539280 27.488090 11.722010 0.121 -0.269 -0.050
H 27.054860 27.030290 10.855330 -0.418 0.156 0.647
H 28.436870 26.864650 10.019640 0.789 0.408 -0.069
H 26.683240 31.249480 9.634690 -0.535 0.098 -0.202
H 28.302950 31.440280 10.043450 0.304 0.072 0.550
H 26.878610 33.357780 10.755160 0.023 0.229 0.203
H 27.495440 32.684690 12.287090 -0.068 -0.211 -0.056
H 25.819080 32.335140 11.698620 0.095 0.036 0.253
C 23.745660 22.692080 12.878120 -1.037 0.169 -0.114
C 22.674180 23.709490 13.415180 0.807 -1.348 1.925
N 22.472980 23.423760 14.902050 -1.084 -0.735 0.516
C 22.264790 24.632580 15.694610 2.855 -0.087 -1.346
C 23.667950 25.312030 15.689590 -0.418 1.928 0.796
C 21.408700 22.426200 15.275970 1.104 1.149 -1.800
C 19.906730 22.879080 15.094570 1.711 -1.723 0.179
H 23.446630 21.680930 13.154260 -0.134 -0.095 -0.159
H 24.758950 22.794800 13.266440 -0.205 0.586 0.430
H 23.863870 22.738830 11.795560 -0.272 0.006 -0.094
H 23.079970 24.712480 13.283120 -0.260 0.037 0.192
H 21.678180 23.658360 12.975330 0.177 -0.159 -0.727
H 21.566240 25.295900 15.184580 -0.366 0.350 0.291
H 21.961950 24.446990 16.725110 -0.149 -0.362 -0.216
H 24.618070 24.779430 15.730920 -0.617 -0.987 0.002
H 23.791620 26.002760 14.855500 -0.187 -0.019 -0.208
H 23.707670 25.968580 16.558760 0.062 0.272 0.161
H 21.669950 21.975000 16.233190 -0.366 0.827 0.613
H 21.634660 21.548230 14.670810 -0.561 -0.044 -0.664
H 19.675140 22.994500 14.035730 -0.031 0.154 0.070
H 19.559760 23.734660 15.673960 0.195 -0.244 0.091
H 19.511720 21.918820 15.426210 -1.244 0.359 0.084
C 21.337360 14.738070 4.271540 0.723 0.015 -0.128
C 22.788980 15.233370 4.505110 0.019 -0.161 0.000
N 22.978200 16.717880 4.483840 0.702 -0.345 -1.195
C 22.047890 17.385130 5.365530 -0.115 0.182 2.968
C 22.132300 18.899450 5.684730 1.441 -0.372 -1.647
C 24.407260 17.144430 4.639320 -1.209 1.508 0.112
C 25.024820 16.916580 5.987040 -0.081 -1.858 0.944
H 20.588170 14.922470 5.041480 0.103 0.419 -0.169
H 21.307570 13.663030 4.094060 0.405 -0.165 0.288
H 21.100340 15.129500 3.282250 -0.656 0.431 0.230
H 23.342940 14.784890 5.329790 -0.641 0.014 0.979
H 23.294760 14.686340 3.709460 0.470 0.942 -0.733
H 21.012040 17.095260 5.189220 0.167 0.119 -0.569
H 22.215350 17.077470 6.397710 -0.070 -1.216 0.517
H 23.084790 19.185320 6.130980 0.536 -0.404 -0.297
H 22.123740 19.350130 4.692300 -0.616 1.135 0.328
H 21.501760 19.263140 6.496050 -0.980 -0.259 -0.757
H 24.448610 18.228390 4.532450 -0.388 0.105 -0.727
H 25.064140 16.721120 3.879440 -0.461 -0.135 -0.236
H 24.312120 16.837480 6.807950 -0.358 0.164 -0.117
H 25.769900 17.619450 6.359760 0.235 -0.061 -0.624
H 25.401340 15.900200 5.871660 0.758 -0.002 0.839
C 18.761500 26.385980 2.537270 -0.245 1.137 1.466
C 19.547150 26.742620 1.305940 0.424 0.381 -0.632
N 19.953850 28.183630 1.223900 -1.639 -1.293 2.134
C 20.427400 28.512120 -0.101290 -0.477 0.447 0.266
C 20.346650 30.040430 -0.404660 0.612 -1.129 0.413
C 20.809810 28.564040 2.454960 0.152 -0.754 -2.792
C 20.471100 29.914620 3.045580 0.236 0.256 1.035
H 18.700810 27.266130 3.177390 0.286 0.333 0.075
H 19.236420 25.669730 3.207750 -0.324 -0.456 -0.367
H 17.688960 26.238040 2.411320 0.160 -0.763 -0.442
H 20.418250 26.096310 1.198400 0.628 -0.163 0.370
H 18.984830 26.411540 0.432860 -0.266 0.722 -0.287
H 19.789050 28.001780 -0.822510 -0.282 -0.065 0.176
H 21.391800 28.021500 -0.232860 0.774 0.514 -0.407
H 19.527740 30.484600 0.161200 0.009 -0.148 -0.017
H 20.155150 30.207280 -1.464650 0.328 0.111 0.028
H 21.288750 30.476070 -0.071820 -0.095 0.456 -0.269
H 20.946660 27.738390 3.153300 -1.120 0.042 0.312
H 21.802330 28.471870 2.013930 0.706 1.073 0.043
H 21.188950 30.223890 3.805280 0.934 0.039 -0.459
H 20.367130 30.705610 2.302860 0.049 -0.175 0.072
H 19.633410 29.963100 3.741300 -0.862 -0.586 -0.699
C 16.240620 29.848620 12.813970 0.223 0.748 0.846
C 17.602290 29.561390 13.510290 0.260 -0.377 0.072
N 18.320280 28.375570 13.036870 -0.795 -0.745 0.014
C 18.424250 28.410630 11.611510 1.797 0.088 -0.118
C 19.311550 29.587110 11.101810 -0.725 -0.905 -0.696
C 17.641680 27.144920 13.450320 0.612 -0.144 0.884
C 18.353210 25.765330 13.529680 -0.534 0.780 0.092
H 15.642570 28.942970 12.712880 0.076 0.065 -0.276
H 16.296770 30.437110 11.898200 0.433 -0.661 -0.475
H 15.644940 30.552380 13.395340 -0.008 -0.192 0.619
H 18.340190 30.357800 13.413670 -0.432 0.449 -0.107
H 17.521070 29.367680 14.579860 -0.522 0.414 0.094
H 18.904060 27.470830 11.338260 0.392 0.054 -0.157
H 17.467090 28.316580 11.098590 -0.472 0.569 -0.164
H 18.852980 30.574740 11.052740 -0.394 -0.154 0.096
H 20.258250 29.724500 11.624280 -0.077 -0.474 0.152
H 19.500030 29.259970 10.079290 0.433 0.498 -0.231
H 16.760670 26.912770 12.851970 -0.464 0.315 -0.217
H 17.318250 27.324710 14.475590 -0.260 0.115 0.003
H 19.282440 25.688700 14.094280 0.175 0.436 -0.281
H 18.418470 25.287000 12.552420 0.197 -0.122 0.105
H 17.611360 25.265340 14.152390 0.083 -0.759 -0.258
C 27.574120 24.054630 12.243000 0.380 0.069 -0.084
C 27.989670 22.556250 12.092610 0.995 1.163 -1.291
N 27.972980 22.145390 10.659720 -0.898 0.198 -1.268
C 29.149770 22.588800 9.835320 0.885 -1.192 2.427
C 30.435410 21.751350 10.179840 -0.395 -1.026 -1.248
C 27.449470 20.777570 10.432290 -1.246 0.438 1.589
C 25.951260 20.703000 10.993940 0.777 -0.639 -0.425
H 28.254110 24.766880 11.775660 0.468 -0.439 -0.467
H 27.600680 24.448350 13.259060 -0.361 -0.530 0.359
H 26.626090 24.312410 11.770880 -0.281 -0.483 0.218
H 29.036240 22.438040 12.373350 0.162 0.246 0.687
H 27.432380 21.899670 12.760770 -0.234 0.050 -0.479
H 28.981740 22.702370 8.764350 -0.426 -0.569 0.036
H 29.494430 23.572780 10.153240 -0.734 0.343 0.170
H 30.631450 21.612620 11.243050 0.247 0.982 0.038
H 30.446340 20.700820 9.889360 -0.888 -0.302 -0.431
H 31.268910 22.079570 9.558830 0.350 0.641 0.639
H 28.100410 20.049060 10.915650 -0.015 -0.376 0.339
H 27.375430 20.427680 9.402640 0.288 0.772 -0.294
H 25.771820 20.798220 12.064840 0.616 0.939 0.050
H 25.477410 19.724110 10.920890 0.326 -0.394 -0.924
H 25.351490 21.403180 10.412450 -0.033 0.110 0.265
C 17.241630 23.292070 5.213620 2.728 -0.140 -0.370
O 18.092580 24.197810 5.261290 -2.055 -1.104 0.154
N 17.595150 21.988440 5.009020 2.263 -0.565 -0.683
C 16.683920 20.911790 4.803950 -0.832 -0.204 -0.572
C 19.030940 21.455260 4.802540 -1.262 0.868 0.560
H 16.147490 23.358350 5.316890 0.054 0.547 0.098
H 15.646090 21.220330 4.929710 0.033 -0.042 0.548
H 16.969460 20.055360 5.414770 -0.366 0.060 0.304
H 16.706550 20.554810 3.774320 0.272 0.004 -0.281
H 19.203870 20.967180 3.843390 -0.640 0.298 -0.365
H 19.797080 22.223510 4.907020 -0.404 0.042 0.325
H 19.139180 20.644180 5.522630 0.253 0.255 0.309
```
Forces are in eV/Å.

Here are the Mulliken charges for atoms 1 to 6, given in e: atom 1 (C): -1.47, atom 2 (C): -0.24, atom 3 (N): 0.17, atom 4 (C): -0.42, atom 5 (C): -0.93, atom 6 (C): -0.93